DFT (wB97M-V/def2-TZVPD) results for 2 unconnected molecules or ions with the total composition C5H12NO.

As for the total charge: +1. The spin multiplicity is 1.

XYZ file:
```
19
Properties=species:S:1:pos:R:3:forces:R:3:mulliken_charge:R:1
C 0.705 -0.841 1.177 1.230 -0.808 0.201 -0.4532
O 2.021 -0.513 1.584 -0.231 0.580 -0.772 -0.5015
C 0.256 0.065 0.097 -0.311 -0.385 -1.584 0.0674
C -0.776 -0.376 -0.875 0.157 1.247 0.741 -0.3268
C -1.874 -0.066 0.142 -2.551 -0.263 -2.411 -0.3168
C -2.756 0.954 -0.097 2.305 -0.043 1.607 -0.7765
N 1.928 0.377 -1.277 1.100 0.106 0.868 -0.7199
H 0.003 -0.738 2.008 -0.261 0.125 -0.094 0.4481
H 0.689 -1.886 0.843 -0.218 0.128 -0.052 0.3291
H 2.168 -0.743 2.497 0.020 -0.148 0.504 0.3240
H 0.268 1.133 0.291 0.321 -0.055 -0.090 0.4207
H -0.784 0.369 -1.663 -0.274 -0.123 -0.259 0.2854
H -0.737 -1.383 -1.269 0.209 -0.179 0.301 0.3363
H -2.218 -0.937 0.689 0.453 0.456 1.119 0.4214
H -2.638 1.606 -0.960 0.028 0.026 0.192 0.2613
H -3.281 1.339 0.779 -0.980 -0.492 -0.664 0.3331
H 2.372 0.579 -0.378 0.354 0.421 -0.220 0.3010
H 1.983 1.221 -1.849 -0.720 0.297 0.457 0.2954
H 2.669 -0.159 -1.738 -0.632 -0.890 0.157 0.2714
```
Positions in Å, forces in eV/Å.

=====

DFT (wB97M-V/def2-TZVPD) results for C3H5N3 in the gas phase.

As for the total charge: 0. The spin multiplicity is 1. Its SMILES is Nn1cccn1.

XYZ file:
```
11
Properties=species:S:1:pos:R:3:forces:R:3:mulliken_charge:R:1
N -0.917 1.743 0.486 -0.472 -0.357 -1.395 -0.7789
N -0.318 0.520 0.098 -0.123 0.266 0.027 0.8384
C -0.172 -0.559 0.901 0.519 0.394 -1.073 -0.1033
C 0.558 -1.471 0.156 -0.229 -0.298 0.494 -0.6476
C 0.748 -0.857 -1.088 0.367 0.015 -0.788 -0.1543
N 0.208 0.350 -1.125 0.030 0.436 0.401 -0.8863
H -0.177 2.445 0.577 -0.222 -0.299 -0.181 0.2635
H -1.504 1.999 -0.345 0.706 -0.039 1.184 0.2964
H -0.602 -0.514 1.870 -0.064 -0.248 0.605 0.4023
H 0.898 -2.449 0.456 -0.104 0.081 0.028 0.3622
H 1.278 -1.208 -1.986 -0.408 0.048 0.698 0.4077
```
Positions in Å, forces in eV/Å.

=====

DFT (wB97M-V/def2-TZVPD) results for a molecular structure, C35H48N4OPPtS2Se.

As for the total charge: +1. The spin multiplicity is 1.

XYZ file:
```
93
Properties=species:S:1:pos:R:3:forces:R:3:mulliken_charge:R:1
Pt 0.298 0.151 0.157 1.267 0.773 -0.609 1.8611
C -3.553 2.369 3.304 -0.017 0.041 0.012 -1.8616
C -3.750 1.037 2.625 0.029 -0.132 0.004 0.9134
C -5.010 0.451 2.732 0.029 0.035 0.026 -0.9019
C -5.303 -0.770 2.151 -0.033 -0.021 -0.009 -0.9857
C -4.322 -1.448 1.447 -0.003 -0.028 -0.037 -0.5675
C -3.063 -0.888 1.320 -0.043 0.045 -0.077 -0.2937
C -2.766 0.344 1.895 -0.045 0.315 0.080 1.3014
P -1.074 0.979 1.677 -0.317 0.093 0.443 0.3885
C -1.179 2.780 1.441 -0.130 -0.024 -0.078 0.7244
C -0.305 3.593 2.160 -0.014 -0.006 0.009 -0.8074
C -0.299 4.964 1.973 0.023 0.031 -0.002 -0.9534
C -1.178 5.533 1.064 -0.015 0.025 0.005 -0.7903
C -2.039 4.726 0.339 0.026 -0.016 -0.009 -0.9981
C -2.052 3.343 0.498 0.074 0.010 0.033 1.3095
C -3.013 2.534 -0.334 -0.080 -0.011 -0.014 -1.3790
C -0.237 0.692 3.268 0.065 -0.288 -0.011 0.6468
C -0.827 0.572 4.519 0.030 0.094 -0.067 -1.0578
C -0.055 0.165 5.598 -0.022 0.003 0.056 -1.0588
C 1.284 -0.146 5.416 0.033 -0.017 0.068 -0.6703
C 1.868 -0.051 4.160 -0.023 0.142 -0.065 -0.7898
C 1.111 0.377 3.079 -0.510 0.019 0.077 1.0648
C 1.629 0.510 1.686 0.064 -0.533 0.096 -2.0493
H -4.175 2.416 4.198 -0.015 0.012 -0.011 0.5654
H -3.852 3.190 2.649 0.004 0.001 -0.003 0.3761
H -2.526 2.563 3.601 0.011 -0.004 0.008 0.2760
H -5.775 0.971 3.297 -0.007 0.001 -0.003 0.4971
H -6.293 -1.193 2.259 -0.001 -0.007 -0.001 0.4029
H -4.534 -2.413 1.002 -0.008 0.000 0.005 0.4918
H -2.286 -1.418 0.792 0.049 -0.019 0.006 -0.2589
H 0.366 3.153 2.888 -0.001 -0.019 0.004 0.4448
H 0.385 5.584 2.537 -0.008 0.005 0.013 0.4572
H -1.191 6.605 0.916 0.006 0.001 -0.005 0.4155
H -2.716 5.174 -0.378 0.004 0.003 -0.009 0.4885
H -3.204 3.049 -1.275 -0.022 0.004 0.005 0.5500
H -3.968 2.398 0.179 0.009 0.013 0.010 0.3080
H -2.631 1.544 -0.575 0.006 -0.002 0.016 0.0424
H -1.885 0.755 4.656 -0.006 -0.011 0.003 0.3499
H -0.508 0.063 6.575 0.003 -0.012 0.005 0.4674
H 1.874 -0.486 6.257 -0.007 -0.005 0.003 0.4185
H 2.908 -0.322 4.022 0.010 0.006 -0.006 0.4954
H 2.475 -0.153 1.543 0.054 -0.024 0.069 0.5325
H 1.934 1.549 1.503 0.120 -0.074 -0.076 0.6246
C -1.123 0.088 -4.074 -0.030 -0.033 -0.014 -0.9856
N 0.261 0.527 -4.085 -0.003 0.071 0.000 0.3523
C 1.136 -0.277 -4.924 0.056 -0.036 -0.017 -1.2080
C 0.723 1.447 -3.209 0.047 -0.070 -0.082 -0.3516
S -0.096 1.826 -1.769 -0.257 -0.189 0.021 -0.1384
N 1.872 2.084 -3.518 -0.076 0.028 -0.039 0.4727
C 2.608 2.847 -2.520 0.037 -0.034 0.027 -0.8386
C 2.250 2.397 -4.891 -0.026 0.011 -0.020 -1.2726
H -1.494 0.060 -5.101 0.013 -0.010 0.001 0.3952
H -1.726 0.772 -3.487 -0.006 0.008 -0.018 0.3134
H -1.209 -0.916 -3.650 -0.002 0.038 0.004 0.2145
H 0.838 -1.322 -4.821 0.011 -0.001 0.010 0.3782
H 2.165 -0.188 -4.588 -0.005 0.015 0.001 0.3870
H 1.066 -0.006 -5.980 -0.002 0.003 0.002 0.3169
H 2.457 2.418 -1.535 -0.002 -0.006 -0.006 0.0916
H 2.286 3.891 -2.509 0.001 -0.006 0.016 0.3474
H 3.667 2.799 -2.776 -0.004 0.028 -0.010 0.3718
H 1.420 2.205 -5.566 -0.001 -0.016 -0.010 0.4067
H 3.124 1.830 -5.217 -0.002 -0.002 -0.005 0.3351
H 2.490 3.459 -4.943 -0.002 -0.006 -0.011 0.3993
C 4.847 -0.138 0.704 0.092 0.035 -0.114 -0.7147
N 4.501 -1.493 0.296 -0.219 0.008 0.098 0.3705
C 5.213 -2.607 0.673 0.131 -0.111 -0.094 -0.5363
C 4.712 -3.650 -0.020 0.130 0.032 0.008 -0.5345
N 3.695 -3.161 -0.807 -0.139 0.086 0.142 0.2580
C 2.985 -3.942 -1.806 0.102 0.047 -0.111 -0.5125
C 3.542 -1.839 -0.588 0.099 0.050 0.022 -0.0267
Se 2.319 -0.697 -1.436 -0.412 0.036 0.022 -0.5467
H 5.039 -0.122 1.774 -0.030 0.023 0.003 0.3541
H 4.025 0.523 0.460 0.015 0.028 -0.013 0.1748
H 5.736 0.185 0.163 0.022 -0.024 0.033 0.2951
H 6.025 -2.554 1.375 -0.019 -0.011 0.032 0.5123
H 4.991 -4.688 -0.033 0.007 -0.002 0.014 0.4707
H 3.168 -4.995 -1.609 -0.025 0.001 -0.005 0.2758
H 3.348 -3.683 -2.801 0.012 -0.035 0.009 0.3028
H 1.927 -3.727 -1.744 -0.075 0.005 0.002 -0.0127
O -0.560 -2.581 1.058 -0.235 0.124 0.661 -0.5507
S -0.045 -3.328 -0.106 0.288 -0.476 -0.473 0.5086
C -0.981 -4.905 -0.174 0.042 -0.037 -0.023 -0.9912
C -1.878 -4.903 -1.412 0.012 0.032 0.028 -0.7232
C -2.227 -3.441 -1.677 0.012 -0.029 -0.033 -0.2290
C -0.901 -2.703 -1.581 -0.090 0.082 -0.037 -0.2271
H -1.547 -4.891 0.759 -0.025 0.022 -0.009 0.3742
H -0.279 -5.737 -0.140 -0.013 -0.006 0.003 0.4593
H -2.757 -5.528 -1.260 -0.010 0.015 -0.002 0.4114
H -1.335 -5.307 -2.270 -0.004 -0.012 0.006 0.3074
H -2.911 -3.065 -0.913 -0.001 -0.008 -0.001 -0.1642
H -2.700 -3.294 -2.649 -0.015 -0.009 0.002 0.4348
H -0.981 -1.619 -1.459 0.041 -0.038 0.034 -0.3636
H -0.248 -2.896 -2.438 -0.029 -0.038 -0.020 0.6451
```
Positions in Å, forces in eV/Å.

=====

DFT (wB97M-V/def2-TZVPD) results for a molecular structure, C16H21N3O3S.

As for the total charge: 0. The spin multiplicity is 1.

XYZ file:
```
44
Properties=species:S:1:pos:R:3:forces:R:3:mulliken_charge:R:1
C -1.008 0.759 0.427 -3.478 2.108 2.176 0.9130
C 0.047 -0.267 0.196 2.681 -0.148 2.090 -0.4033
C -1.854 0.791 -0.814 4.220 -2.789 -3.153 -1.1182
C -3.244 0.887 -0.577 -3.038 0.251 0.058 -0.2569
C -4.059 2.008 -0.645 1.843 1.437 -0.139 -0.1261
C -4.072 -0.291 -0.211 -3.946 5.322 -0.177 0.2646
C -5.434 0.293 -0.182 -1.719 -1.752 -1.474 -0.1699
C -4.007 -1.549 0.256 -0.047 -3.233 -0.838 -0.0693
C -6.600 -0.602 0.012 0.037 1.892 -0.377 -0.4662
C -5.090 -2.401 0.520 -0.169 0.075 1.566 -0.6527
C -6.418 -1.903 0.474 -0.639 -1.210 -0.337 -0.3319
C 2.620 -0.287 0.490 -4.520 -7.621 -1.013 0.4135
C 3.508 0.609 1.044 4.601 3.135 2.393 0.3929
C 3.115 -1.293 -0.693 -1.232 -1.649 -0.436 -0.5115
C 4.684 -1.496 -0.512 2.283 -1.677 -0.764 -0.5831
C 7.072 -0.358 -0.092 1.753 -5.411 3.844 -1.0358
H -0.619 2.647 -0.560 -0.652 -1.154 4.112 0.3279
H -0.430 3.167 1.386 -1.316 -4.408 -3.195 0.2746
H -1.805 0.400 1.318 2.569 0.752 -2.144 0.3240
H -1.476 -0.240 -1.184 -2.131 1.075 -0.375 0.3034
H -1.315 1.428 -1.670 -1.539 -0.803 1.875 0.7604
H -3.618 3.168 -0.451 -1.612 -3.460 -1.246 0.1772
H -6.090 2.425 -0.425 1.067 -2.060 -0.521 0.3236
H -3.159 -2.147 0.077 1.722 -0.131 0.403 0.3749
H -7.702 -0.329 -0.193 2.100 0.208 0.401 0.2254
H -4.763 -3.409 0.934 -1.022 1.247 -0.846 0.2963
H -7.388 -2.553 0.648 2.372 1.286 -0.272 0.2432
H 1.414 1.216 0.725 -1.732 2.242 1.844 0.4309
H 2.485 -1.227 1.275 0.207 2.793 -1.263 0.1407
H 2.515 -0.950 -1.956 2.471 -0.993 4.034 0.2015
H 2.660 -2.557 -0.416 1.060 4.325 -1.049 0.2193
H 5.297 -1.597 0.562 -3.011 -0.056 -2.380 0.2119
H 4.923 -2.483 -1.099 -0.288 1.828 1.093 0.3820
H 7.770 -1.251 -0.154 -1.096 -0.135 -0.887 0.3665
H 7.839 0.254 -0.071 3.055 4.360 -0.382 0.4944
H 6.839 -0.519 0.971 -0.838 0.725 -0.090 0.2732
H 2.244 2.064 0.133 5.209 -0.174 2.084 0.4417
N -0.891 2.257 0.498 3.096 4.700 0.048 -0.6606
N -5.424 1.654 -0.758 0.374 0.272 3.109 -0.2653
N 1.332 0.370 0.297 -0.859 -4.770 -2.123 -0.2286
O -0.196 -1.471 0.072 1.087 2.438 -0.088 -0.6161
O 4.442 0.228 1.760 -2.059 2.004 -1.527 -0.5653
O 3.245 1.970 0.753 -2.926 -0.937 -1.558 -0.6159
S 5.861 -0.168 -1.184 -3.936 0.098 -2.475 -0.1003
```
Positions in Å, forces in eV/Å.

=====

HOMO per entry: -14.09, -9.36, -9.42, -8.12 eV
Gap between HOMO and LUMO per entry: 8.878, 10.528, 7.332, 8.212 eV
Energy above the lowest of the compared OMol25 structures with the same formula, charge and spin per entry: 75.1, 35.1, 34.1, 323.1 kcal/mol